Entry from OMol25: a molecular structure, C24H46Br8F3NiO8S3 (wB97M-V/def2-TZVPD).

Each line ends with the Löwdin charge.
Element x y z (Å)
1 Ni 0.06598 -2.04455 2.49075  0.939
2 C 0.18997 0.16589 -0.24832  -0.297
3 O 0.04692 1.32481 0.58851  -0.110
4 O 0.40325 -0.89909 0.72952  -0.176
5 C -0.93446 0.03132 -1.28225  -0.539
6 F -2.08788 -0.18508 -0.68233  0.156
7 F -1.03951 1.13910 -2.05579  0.135
8 F -0.63138 -1.07663 -2.05234  0.085
9 C 0.25565 2.60458 -0.04990  -0.263
10 C -0.03333 3.56048 1.07481  -0.090
11 H 0.52809 3.31465 1.97619  0.002
12 H 0.12912 4.61182 0.83735  0.071
13 H -1.08364 3.47708 1.35409  0.074
14 H -0.43493 2.80900 -0.86807  0.110
15 H 1.22290 2.81103 -0.50804  0.066
16 H 1.09079 0.38856 -0.82020  0.150
17 C 2.55423 -2.96796 -2.15618  -0.237
18 C 4.03669 -2.67436 -2.40230  -0.205
19 C 4.38953 -3.16799 -3.82175  -0.206
20 S 3.26680 -4.54209 -4.17483  0.689
21 O 4.03060 -5.77930 -4.19918  -0.329
22 O 2.41808 -4.19728 -5.29606  -0.321
23 C 2.35751 -4.40904 -2.57740  -0.223
24 H 1.86095 -2.39092 -2.76814  0.110
25 H 2.29785 -2.68478 -1.13532  0.103
26 H 4.63259 -3.31718 -1.75440  0.116
27 H 4.31257 -1.64082 -2.19304  0.101
28 H 5.38335 -3.59684 -3.95022  0.106
29 H 4.11274 -2.45257 -4.59612  0.102
30 H 2.83934 -5.12118 -1.90748  0.105
31 H 1.35875 -4.79212 -2.78675  0.084
32 C -4.86234 -0.45007 3.02005  -0.194
33 C -4.41525 0.28544 1.76251  -0.224
34 C -3.15592 1.09835 2.02255  -0.151
35 S -2.33648 0.23143 3.46615  0.753
36 O -1.69233 1.20199 4.31187  -0.294
37 O -1.48362 -0.80524 2.90137  -0.378
38 C -3.84332 -0.49828 4.21646  -0.161
39 H -4.96838 -1.46438 2.63531  0.095
40 H -5.88328 -0.24384 3.34135  0.121
41 H -5.24363 0.84430 1.32712  0.087
42 H -4.27120 -0.41283 0.93803  0.096
43 H -3.37813 2.07313 2.45675  0.115
44 H -2.38134 1.12364 1.25607  0.078
45 H -4.27044 0.15149 4.98031  0.109
46 H -3.59902 -1.45288 4.68244  0.105
47 C -2.70456 -4.28410 -1.80242  -0.221
48 C -3.61443 -3.50697 -0.88771  -0.240
49 C -3.46994 -4.09981 0.49126  -0.173
50 S -1.63414 -4.45237 0.60651  0.825
51 O -1.32291 -5.80874 1.10288  -0.309
52 O -0.96402 -3.29913 1.26700  -0.410
53 C -1.30181 -4.35034 -1.21920  -0.153
54 H -2.74315 -3.75794 -2.75623  0.107
55 H -3.25157 -5.18891 -2.06738  0.131
56 H -4.61563 -3.38657 -1.30148  0.135
57 H -3.11562 -2.53780 -0.88604  0.093
58 H -3.95769 -5.07456 0.49913  0.111
59 H -3.86575 -3.66252 1.40789  0.099
60 H -0.66138 -5.20940 -1.41913  0.105
61 H -0.73158 -3.43269 -1.36363  0.089
62 Br 6.20899 -0.73399 0.69566  0.553
63 C 4.40931 0.09006 1.21695  -0.624
64 C 3.88436 1.06922 0.22294  -0.687
65 Br 5.06502 2.64345 0.21628  0.601
66 H 4.47613 0.64849 2.15064  0.034
67 H 3.67810 -0.71768 1.24834  0.044
68 H 2.88560 1.45620 0.42497  0.032
69 H 3.79036 0.85026 -0.84070  0.049
70 Br 2.25000 5.08545 -2.03761  0.656
71 C 2.80614 6.90311 -1.57735  -0.708
72 C 2.63774 7.16832 -0.12714  -0.646
73 Br 3.78823 8.76066 0.42572  0.563
74 H 2.28947 7.69839 -2.11464  0.069
75 H 3.85603 7.11859 -1.77584  0.047
76 H 3.06015 6.30751 0.39121  0.030
77 H 1.63026 7.41274 0.20951  0.059
78 Br 5.55757 3.32758 4.08655  0.546
79 C 3.83849 3.19333 5.13971  -0.596
80 C 2.69747 2.97931 4.08986  -0.643
81 Br 2.12762 4.75662 3.46763  0.669
82 H 3.77176 4.11653 5.71533  0.040
83 H 4.04575 2.37890 5.83386  0.047
84 H 1.85526 2.48458 4.57363  0.055
85 H 2.97647 2.41277 3.20144  0.019
86 Br -5.98945 1.96564 -1.56722  0.616
87 C -4.64505 1.29260 -2.84279  -0.665
88 C -4.75783 -0.20730 -3.26995  -0.561
89 Br -3.16082 -0.81374 -4.39071  0.586
90 H -3.67503 1.58111 -2.43794  0.024
91 H -4.75954 1.97366 -3.68609  0.050
92 H -5.57593 -0.25943 -3.98834  0.050
93 H -4.82325 -0.87172 -2.40835  0.031

Computed properties:
LUMO level (alpha / beta)	-4.83 / -5.75	eV
E	-25138.1512	Eh
ΔE to the lowest compared entry with this formula, charge and spin	0.00	kJ/mol
spin multiplicity	3
total charge	+1